{"formula": "C3H5NO2", "method": "ωB97M-V/def2-TZVPD", "symbols": ["O", "C", "C", "N", "C", "O", "H", "H", "H", "H", "H"], "coordinates": [[-0.22161, 2.17265, -0.51539], [0.16231, 0.96408, -0.86167], [-0.84577, -0.00253, -0.26422], [-0.15876, -1.16456, 0.25426], [1.07640, -1.08226, 0.82138], [1.76089, -2.03026, 1.13879], [0.41198, 2.79705, -0.90312], [1.39229, -0.03189, 0.97841], [-1.51969, 0.45806, 0.47427], [-1.45856, -0.31406, -1.12281], [-0.50528, -2.09533, 0.07231]], "nbo_charge": [-0.65, 0.25, -0.38, -0.61, 0.54, -0.60, 0.50, 0.11, 0.20, 0.24, 0.41], "charge": 0, "relative_energy_kcal_mol": 72.43, "mol_weight_g_mol": 87.08, "e_tot_ha": -322.4589}